No. 1
Here is a 3-piece molecular cluster, C37H37BrN2O7 overall at a distorted geometry from the OMol25 dataset. Energies are from ωB97M-V/def2-TZVPD.

CARTESIAN COORDINATES (ANGSTROEM)
C 1.5341 -0.4700 7.0001
C 0.0189 -0.2281 6.7049
C -0.8018 0.7567 7.3738
C -2.2175 0.9336 7.0046
C -2.8233 0.1120 5.9731
C -1.9720 -0.8878 5.3075
C -2.5734 -1.7605 4.1632
C -2.6397 -1.0632 2.7722
C -3.5330 -1.5115 1.8388
N -4.4046 -2.6126 2.1482
C -3.6090 -0.8790 0.4086
O -4.6487 -0.7550 -0.1943
C -2.2254 -0.4110 -0.1541
C -1.9306 -0.4756 -1.5870
C -2.9647 -0.9640 -2.6555
C -4.0343 0.1541 -3.0223
C -3.4040 1.3389 -3.8524
Br -5.3655 -0.7527 -4.1991
C -0.5722 -0.0467 -1.9948
C -0.0843 -0.0572 -3.4972
N -0.2579 1.2969 -4.0714
C 0.3892 0.4099 -0.9805
C 0.0897 0.5124 0.4388
C 1.0892 0.9883 1.5334
C 2.4356 1.5935 0.9865
C 3.7302 0.7505 1.3597
O 3.4986 -0.6493 1.5083
C -1.2639 0.0868 0.8490
C -1.7395 0.1417 2.3460
O -1.4558 1.0616 3.0709
C -0.5741 -1.0739 5.6464
H 1.7956 -0.3654 8.0812
H 1.9070 -1.4328 6.5562
H 2.1031 0.3420 6.4590
H -0.3848 1.4117 8.1708
H -2.8551 1.7130 7.4914
H -3.8871 0.2409 5.6576
H -1.9358 -2.6775 4.0524
H -3.6107 -2.0616 4.4873
H -5.0373 -2.8051 1.3713
H -3.8781 -3.4378 2.4303
H -3.4800 -1.9064 -2.3248
H -2.4725 -1.2241 -3.6338
H -4.4990 0.6160 -2.1217
H -2.5473 1.7376 -3.2433
H -4.1547 2.1789 -3.8900
H -3.1194 1.0471 -4.8915
H 1.0223 -0.2700 -3.4545
H -0.5421 -0.8822 -4.0934
H -0.9329 1.3172 -4.8324
H 0.6599 1.6199 -4.3881
H 1.3967 0.6795 -1.3743
H 1.2416 0.1136 2.2287
H 0.6086 1.7847 2.1627
H 2.5759 2.6034 1.4698
H 2.4593 1.7794 -0.1134
H 4.2218 1.2144 2.2555
H 4.4594 0.8844 0.5066
H 3.1599 -1.0386 0.6850
H 0.0315 -1.8259 5.0842
C 2.0871 -4.8283 1.3444
C 1.8721 -3.7046 0.6632
C 2.3747 -3.5372 -0.7196
O 2.1795 -2.5101 -1.3397
C 3.1234 -4.6663 -1.3167
C 3.3386 -5.7902 -0.6357
C 2.8361 -5.9584 0.7478
O 3.0300 -6.9829 1.3682
H 1.7282 -4.9685 2.3561
H 1.3256 -2.8683 1.0834
H 3.4823 -4.5257 -2.3285
H 3.8844 -6.6254 -1.0559
C 1.7058 4.9220 -4.7703
C 1.4909 6.0466 -5.4503
C 1.9980 6.2179 -6.8314
O 1.8046 7.2427 -7.4512
C 2.7514 5.0898 -7.4269
C 2.9659 3.9656 -6.7465
C 2.4588 3.7953 -5.3662
O 2.6524 2.7684 -4.7449
H 1.3434 4.7788 -3.7599
H 0.9419 6.8801 -5.0306
H 3.1138 5.2322 -8.4372
H 3.5149 3.1316 -7.1657

Forces on atoms 1 to 6 (eV/Å):
C -0.2058 1.0530 -0.5598
C -1.0214 -0.8668 -0.8247
C -1.1046 -0.8346 -1.3183
C 0.7684 -1.3189 -1.0780
C 2.6119 -0.3662 0.5645
C 0.4699 0.6035 0.4164

For the HOMO energy, the calculation gives -8.552 eV. The calculation puts the energy at -126319.32557 eV. For the orbital gap, the calculation gives 6.753 eV. The lowest unoccupied orbital energy comes out at -1.80 eV. The SMILES is Cc1cccc(CC2=C(N)C(=O)c3c(C[C@@H](C)Br)c(CN)cc(CCCO)c3C2=O)c1.O=C1C=CC(=O)C=C1.O=C1C=CC(=O)C=C1.

No. 2
Here is C37H37IIrN6O2P as an isolated structure from the OMol25 dataset. Energies are from ωB97M-V/def2-TZVPD.

CARTESIAN COORDINATES (ANGSTROEM)
Ir -0.3929 0.3977 -1.4360
C 2.3149 -3.3245 -3.0374
C 1.2135 -3.6174 -2.0860
N 1.2420 -4.7181 -1.3708
C 0.2319 -4.9733 -0.5329
C -0.9236 -4.1751 -0.3974
C -2.0337 -4.5914 0.5407
O -2.5456 -3.4861 1.2701
C -0.9960 -3.0050 -1.1160
C -2.2463 -2.2429 -1.1619
N -2.3277 -0.9887 -1.3668
C -3.6240 -0.4064 -1.4397
C -4.6796 -0.8576 -0.6518
C -5.9380 -0.2944 -0.7877
C -6.1553 0.7245 -1.7029
C -5.1028 1.2109 -2.4649
C -3.8469 0.6538 -2.3117
I -2.2407 1.4216 -3.3954
C 0.1362 -2.6345 -1.9313
O 0.2505 -1.5251 -2.5018
H 3.0049 -4.1622 -3.0704
H 2.8401 -2.4156 -2.7335
H 1.9154 -3.1230 -4.0331
H 0.3226 -5.8785 0.0590
H -1.6794 -5.3840 1.2018
H -2.8662 -5.0077 -0.0321
H -2.0316 -3.3671 2.0764
H -3.1564 -2.8337 -1.0698
H -4.5059 -1.6315 0.0866
H -6.7514 -0.6512 -0.1701
H -7.1403 1.1574 -1.8149
H -5.2626 2.0196 -3.1652
N -0.1731 2.5370 0.8815
P -0.9581 1.0282 0.7764
C -0.2791 0.0343 2.1241
C -0.3111 0.4970 3.4416
C 0.2061 -0.2764 4.4675
C 0.7472 -1.5260 4.1881
C 0.7753 -1.9968 2.8831
C 0.2678 -1.2165 1.8529
C -2.6505 1.3848 1.2867
C -3.3171 2.4482 0.6746
C -4.6328 2.7240 1.0036
C -5.2950 1.9389 1.9406
C -4.6444 0.8704 2.5375
C -3.3265 0.5859 2.2074
C 0.4213 3.1571 -0.1945
C 1.0667 4.3918 -0.0486
C 1.6436 4.9730 -1.1527
C 1.5795 4.3285 -2.3906
C 0.9245 3.1262 -2.4531
N 0.3548 2.5456 -1.3800
H -0.1290 3.0339 1.7589
H -0.7600 1.4569 3.6738
H 0.1809 0.0890 5.4854
H 1.1489 -2.1302 4.9909
H 1.2086 -2.9657 2.6661
H 0.3069 -1.5755 0.8324
H -2.8034 3.0692 -0.0528
H -5.1415 3.5575 0.5370
H -6.3197 2.1647 2.2056
H -5.1595 0.2598 3.2675
H -2.8256 -0.2489 2.6797
H 1.0950 4.8731 0.9201
H 2.1403 5.9300 -1.0601
H 2.0173 4.7605 -3.2782
H 0.8365 2.5816 -3.3859
N 1.8029 0.0910 -0.7514
C 2.9376 0.3261 -0.8426
N 4.1981 0.6257 -0.9195
C 4.6835 1.9256 -0.4093
C 5.5656 1.7137 0.8114
C 6.6804 0.7149 0.5052
C 6.1070 -0.6118 0.0098
C 5.2225 -0.3980 -1.2095
H 3.8158 2.5482 -0.1912
H 5.2468 2.4006 -1.2163
H 4.9516 1.3472 1.6396
H 5.9818 2.6746 1.1173
H 7.2895 0.5502 1.3934
H 7.3452 1.1328 -0.2575
H 5.5184 -1.0835 0.8022
H 6.9075 -1.3040 -0.2540
H 4.7154 -1.3135 -1.5094
H 5.8106 -0.0413 -2.0581

Forces on atoms 1 to 6 (eV/Å):
Ir 0.2029 0.0483 0.0421
C 0.0002 0.0221 0.0095
C -0.0074 -0.0266 0.0232
N 0.0380 -0.0570 -0.0073
C -0.0454 0.0779 0.0018
C 0.0123 -0.0131 0.0106

For the HOMO energy (spin up / spin down), the calculation gives -12.268 / -13.679 eV. The calculation puts the energy at -72219.15941 eV. For the orbital gap (spin up / spin down), the calculation gives 6.751 / 5.867 eV. The lowest unoccupied orbital energy (spin up / spin down) comes out at -5.52 / -7.81 eV. As for the charge: +2. For the relative energy (zero: lowest compared OMol25 entry of this formula, charge and spin), the calculation gives 0.6 kJ/mol. As for the multiplicity: 5.

No. 3
Here is C37H37N5O5PRu as an isolated structure at a distorted geometry from the OMol25 dataset. Energies are from ωB97M-V/def2-TZVPD.

CARTESIAN COORDINATES (ANGSTROEM)
Ru 0.3566 0.2863 -0.6752
O -1.6777 -3.1866 0.2458
C -1.2733 -2.1476 -0.2640
N -0.1387 -1.4882 0.0217
C 0.5146 -1.7615 1.2909
C 0.1854 -0.5514 2.1168
C -0.3928 -0.5180 3.3559
C -0.8885 0.6630 3.9076
C -0.9333 1.7492 3.0508
C -0.3875 1.6901 1.7896
N 0.3691 0.6190 1.3695
C -2.0916 -1.4277 -1.2994
C -2.9683 -2.1193 -2.1200
C -3.6643 -1.4152 -3.0827
C -3.4813 -0.0433 -3.1696
C -2.6026 0.5625 -2.2922
N -1.9115 -0.1069 -1.3710
H 1.5894 -1.8635 1.1075
H 0.1419 -2.6782 1.7489
H -0.4914 -1.4587 3.8869
H -1.3396 0.6861 4.8883
H -1.4418 2.6637 3.3354
H -0.4485 2.5007 1.0748
H -3.0668 -3.1873 -1.9871
H -4.3346 -1.9238 -3.7632
H -3.9984 0.5487 -3.9118
H -2.4465 1.6361 -2.3208
C 3.6776 0.3399 -1.9528
O 3.4186 0.4298 -0.5701
C 2.1639 0.9366 -0.2282
O 1.7460 2.0888 -0.8359
H 2.9165 -0.2632 -2.4550
H 4.6524 -0.1332 -2.0560
H 3.7236 1.3359 -2.4088
O -0.2766 -0.1364 -4.8968
C 0.3672 0.3323 -3.9692
O 0.4460 -0.0988 -2.7787
C 1.2180 1.5934 -4.2497
N 0.9512 2.6282 -3.1988
C 1.4922 3.8910 -3.7500
C 1.1879 3.8260 -5.2527
C 0.9710 2.3266 -5.5628
H 2.2677 1.3179 -4.1427
H 1.3455 2.3609 -2.1849
H -0.0576 2.7018 -3.0701
H 2.5629 3.8886 -3.5457
H 1.0472 4.7427 -3.2395
H 2.0029 4.2599 -5.8290
H 0.2910 4.4008 -5.4831
H 1.6400 1.9608 -6.3381
H -0.0443 2.1188 -5.8975
N 2.1233 0.9912 1.2224
P 2.9568 2.0155 2.1490
C 4.5553 2.3657 1.3714
C 4.8418 3.5502 0.7024
C 6.0763 3.7208 0.0882
C 7.0266 2.7145 0.1449
C 6.7468 1.5327 0.8211
C 5.5193 1.3589 1.4326
C 2.1260 3.5837 2.4900
C 1.7338 4.3721 1.4060
C 1.0822 5.5739 1.6243
C 0.8019 5.9911 2.9199
C 1.1627 5.1960 3.9958
C 1.8215 3.9923 3.7842
C 3.3990 1.2404 3.7084
C 4.1977 1.9473 4.6104
C 4.6378 1.3366 5.7712
C 4.2916 0.0151 6.0318
C 3.5193 -0.6942 5.1268
C 3.0785 -0.0866 3.9581
H 4.1147 4.3482 0.6603
H 6.2946 4.6469 -0.4283
H 7.9890 2.8505 -0.3316
H 7.4868 0.7445 0.8689
H 5.2982 0.4306 1.9446
H 1.8868 4.0012 0.3985
H 0.7742 6.1793 0.7812
H 0.2856 6.9276 3.0876
H 0.9200 5.5019 5.0051
H 2.0600 3.3621 4.6296
H 4.4893 2.9693 4.3970
H 5.2561 1.8859 6.4690
H 4.6350 -0.4619 6.9408
H 3.2577 -1.7257 5.3229
H 2.4815 -0.6343 3.2453

Forces on atoms 1 to 6 (eV/Å):
Ru 0.5862 0.7030 0.1232
O -0.0193 -0.0451 0.0114
C 0.0162 0.0583 0.0166
N 0.0009 -0.3668 -0.3610
C 0.0812 -0.0877 0.2259
C 0.0842 0.6109 -0.6677

For the HOMO energy (spin up / spin down), the calculation gives -6.392 / -6.458 eV. The calculation puts the energy at -68526.27906 eV. For the orbital gap (spin up / spin down), the calculation gives 6.570 / 6.604 eV. The lowest unoccupied orbital energy (spin up / spin down) comes out at 0.18 / 0.15 eV. For the relative energy (zero: lowest compared OMol25 entry of this formula, charge and spin), the calculation gives 4.6 kJ/mol. As for the multiplicity: 2.

No. 4
Here is C37H38As3ClO3PdS as an isolated structure at a distorted geometry from the OMol25 dataset. Energies are from ωB97M-V/def2-TZVPD.

CARTESIAN COORDINATES (ANGSTROEM)
Pd 0.4022 -1.3693 -0.6785
S -0.3326 -2.2827 -2.6483
C -2.0603 -1.9442 -2.7782
C -2.5769 -1.7905 -4.0695
C -3.9362 -1.6465 -4.2721
C -4.8110 -1.6285 -3.1920
C -4.3091 -1.7505 -1.9063
C -2.9413 -1.9055 -1.6962
As -2.1508 -1.9613 0.0645
C -3.7810 -2.0277 1.1374
C -4.3812 -3.2760 1.2896
C -5.5510 -3.4094 2.0224
C -6.1214 -2.2969 2.6255
C -5.5207 -1.0560 2.4847
C -4.3514 -0.9165 1.7451
C -1.8297 -0.0282 0.2549
C -1.2837 0.4092 1.4633
C -1.1671 1.7614 1.7350
C -1.5769 2.6934 0.7919
C -2.1034 2.2668 -0.4196
C -2.2374 0.9114 -0.6865
H -1.8975 -1.7921 -4.9115
H -4.3171 -1.5379 -5.2792
H -5.8736 -1.5027 -3.3491
H -4.9870 -1.7092 -1.0643
H -3.9467 -4.1552 0.8246
H -6.0140 -4.3820 2.1256
H -7.0285 -2.3992 3.2055
H -5.9635 -0.1846 2.9495
H -3.9052 0.0628 1.6385
H -0.9679 -0.3126 2.2113
H -0.7393 2.0913 2.6723
H -1.4752 3.7513 0.9962
H -2.4062 2.9931 -1.1624
H -2.6509 0.5920 -1.6347
C 1.2336 -1.6478 3.3884
As 1.5252 -2.1501 1.5418
C 1.6962 -4.0738 1.7632
C 3.3814 -1.6707 1.2354
C 4.2651 -1.3241 2.2450
C 5.5579 -0.9173 1.9341
C 5.9669 -0.8569 0.6125
C 5.0828 -1.2023 -0.4036
C 3.7912 -1.6022 -0.0944
As 2.5228 -2.0214 -1.5145
C 3.1775 -1.0027 -3.0029
C 3.0500 -3.8300 -1.9241
H 1.9035 -2.2000 4.0485
H 0.2016 -1.8917 3.6424
H 1.3854 -0.5759 3.5076
H 2.5103 -4.2922 2.4545
H 1.8922 -4.5410 0.8020
H 0.7583 -4.4709 2.1515
H 3.9570 -1.3548 3.2831
H 6.2399 -0.6415 2.7276
H 6.9678 -0.5289 0.3658
H 5.4119 -1.1322 -1.4332
H 4.1427 -1.4002 -3.3178
H 3.2570 0.0407 -2.7113
H 2.4518 -1.0824 -3.8114
H 4.1393 -3.8365 -1.9500
H 2.6435 -4.1264 -2.8902
H 2.6888 -4.5154 -1.1637
C 0.2862 5.8335 -1.9425
C 0.5371 5.4211 -0.5223
C -0.0096 6.1188 0.5409
C 0.2170 5.7113 1.8469
Cl -0.4909 6.6184 3.1634
C 0.9743 4.5915 2.1140
C 1.5324 3.8743 1.0605
C 1.3374 4.3038 -0.2480
O 1.8942 3.7212 -1.3532
C 2.5991 2.4926 -1.1917
C 1.6750 1.2884 -0.9720
O 1.8588 0.6312 0.0913
O 0.8638 1.0147 -1.8693
H -0.4805 6.6056 -1.9841
H -0.0330 4.9821 -2.5439
H 1.1926 6.2204 -2.4097
H -0.6264 6.9879 0.3521
H 1.1176 4.2659 3.1349
H 2.0812 2.9716 1.2743
H 3.3289 2.5690 -0.3851
H 3.1363 2.3580 -2.1323

Forces on atoms 1 to 6 (eV/Å):
Pd 0.1927 -1.1746 0.3254
S -0.0018 -0.0430 -0.3312
C -0.0241 0.0413 -0.0874
C 0.0367 -0.0140 -0.0062
C -0.0544 -0.0004 0.0124
C 0.0440 -0.0071 0.0198

For the HOMO energy, the calculation gives -7.297 eV. The calculation puts the energy at -254481.34774 eV. For the orbital gap, the calculation gives 6.312 eV. The lowest unoccupied orbital energy comes out at -0.99 eV. For the relative energy (zero: lowest compared OMol25 entry of this formula, charge and spin), the calculation gives 210.3 kJ/mol.

No. 5
Here is C37H38Cl2MgO2P2 as an isolated structure at a distorted geometry from the OMol25 dataset. Energies are from ωB97M-V/def2-TZVPD.

CARTESIAN COORDINATES (ANGSTROEM)
Mg -0.2020 1.7370 0.6481
C -1.9577 0.9763 -2.8453
C -1.9303 -0.3424 -2.5983
C -1.2413 -1.3223 -3.4733
C 0.2011 -0.8689 -3.9463
C 1.0112 -0.1475 -2.9373
C 0.9158 1.1886 -2.7273
C 0.1771 2.0649 -3.6984
C -1.2768 1.6709 -3.9749
C 1.8898 0.1980 2.8929
H -2.5909 1.6251 -2.2248
H -2.6060 -0.7643 -1.8451
H -1.8650 -1.5533 -4.3684
H -1.1512 -2.2768 -2.9501
H 0.7388 -1.7789 -4.2685
H 0.0634 -0.2794 -4.8609
H 1.6788 -0.7822 -2.3616
H 1.4813 1.7514 -1.9602
H 0.7171 2.0756 -4.6709
H 0.2108 3.0752 -3.2644
H -1.8967 2.5544 -4.1693
H -1.3039 1.0590 -4.8670
H 1.1630 0.9879 3.1367
H 2.7987 0.3169 3.4821
H 1.4261 -0.7788 3.0960
P -1.5714 -0.9880 0.7022
P 2.4023 0.1585 1.1635
C 0.0884 -1.2703 0.2417
C 0.9295 -0.1258 0.2321
C -2.5995 -2.4994 0.6456
C -2.8501 -3.4158 -0.4190
C -3.6474 -4.5621 -0.2078
C -4.2057 -4.8249 1.0565
C -3.9669 -3.9240 2.1059
C -3.1552 -2.8059 1.8955
C -2.5443 0.4512 0.1024
C -2.0644 1.8061 -0.2134
C -2.8542 2.9749 0.0241
C -4.2239 2.7579 0.0202
C -4.7361 1.4652 -0.0421
C -3.9321 0.3274 0.1039
C 3.7451 -0.9990 1.0840
C 3.5663 -2.3125 1.5665
C 4.6758 -3.1486 1.7271
C 5.9712 -2.6626 1.4586
C 6.1580 -1.3211 1.0778
C 5.0467 -0.4913 0.9090
C 2.9796 1.7805 0.6540
C 2.7122 2.8974 1.4568
C 2.8870 4.1918 0.9578
C 3.3233 4.3610 -0.3654
C 3.6096 3.2406 -1.1664
C 3.4862 1.9534 -0.6475
H 0.4905 -2.2739 0.0112
H 1.0352 0.5111 -0.7219
H -2.4335 -3.2431 -1.4217
H -3.8581 -5.2452 -1.0426
H -4.8380 -5.7004 1.2324
H -4.3984 -4.0227 3.1061
H -2.9271 -2.1232 2.7112
H -1.1734 1.7523 -0.9897
H -2.3777 3.9572 0.1922
H -4.8549 3.6384 0.0193
H -5.8063 1.3130 -0.1287
H -4.3727 -0.6621 0.2981
H 2.5541 -2.6441 1.8059
H 4.5122 -4.1893 2.0389
H 6.8214 -3.3552 1.4807
H 7.1518 -0.9033 0.8742
H 5.1878 0.5597 0.6509
H 2.3131 2.7512 2.4639
H 2.6668 5.0378 1.6200
H 3.4140 5.3648 -0.7906
H 3.9396 3.3150 -2.2056
H 3.7196 1.0563 -1.2338
Cl -1.5775 1.3890 5.8675
C -1.9091 0.1523 4.6401
Cl -3.5857 -0.4967 4.8371
C -1.5092 0.4401 3.1957
O -1.5088 -0.6339 2.4207
O -1.0755 1.5469 2.8142
H -1.2814 -0.6930 4.8868

Forces on atoms 1 to 6 (eV/Å):
Mg 0.7577 0.2294 1.9095
C -1.0919 -0.5043 0.3205
C -1.1812 0.4271 -0.6060
C 0.9283 -0.2997 -0.3999
C -0.5986 -0.9244 -1.0829
C 0.1581 1.2604 0.6124

For the HOMO energy (spin up / spin down), the calculation gives -3.815 / -3.820 eV. The calculation puts the energy at -92139.84897 eV. For the orbital gap (spin up / spin down), the calculation gives 3.889 / 3.895 eV. The lowest unoccupied orbital energy (spin up / spin down) comes out at 0.07 / 0.07 eV. For the relative energy (zero: lowest compared OMol25 entry of this formula, charge and spin), the calculation gives 0.0 kJ/mol.